One molecule with the formula C7H12O. Source: the Open Molecules 2025 dataset; level of theory: wB97M-V/def2-TZVPD.

Summary:
Structure (SMILES) = C=C(C)C(=C)[C@H](C)O
DFT total energy = -349.11811 Eh
HOMO level = -8.94 eV
Kohn-Sham gap = 0.36260 Ha
LUMO energy = 0.924 eV
2S+1 = 1
Maximum force = 0.51 eV/A
ΔE to the lowest compared entry with this formula, charge and spin = 19.2 kcal per mole

CARTESIAN COORDINATES (ANGSTROEM)
C (2.204, 1.090, -0.086)
C (1.054, -0.355, -1.697)
C (1.091, 0.153, -0.465)
C (0.287, 0.174, 1.851)
C (0.107, -0.174, 0.578)
H (2.807, 1.331, -0.957)
H (1.805, -0.094, -2.423)
H (2.850, 0.629, 0.659)
H (1.807, 2.014, 0.330)
H (-1.552, 0.309, -1.580)
H (0.312, -1.054, -2.034)
H (1.154, 0.706, 2.196)
H (-0.419, -0.100, 2.617)
C (-1.149, -0.926, 0.162)
C (-2.058, -0.018, -0.676)
O (-1.868, -1.457, 1.252)
H (-2.268, -0.725, 1.736)
H (-0.864, -1.810, -0.417)
H (-2.965, -0.556, -0.949)
H (-2.335, 0.862, -0.096)

These are the Mulliken partial charges, in e, on atoms 1 to 2:
1 C -1.609
2 C -1.354

=====

C5H8N2OS as an isolated structure. Source: the Open Molecules 2025 dataset; level of theory: wB97M-V/def2-TZVPD.

Summary:
DFT total energy = -778.07050 Eh
HOMO level = -7.52 eV
Kohn-Sham gap = 0.30474 Ha
LUMO energy = 0.772 eV
2S+1 = 1
Maximum force = 5.81 eV/A
ΔE to the lowest compared entry with this formula, charge and spin = 143.9 kcal per mole

CARTESIAN COORDINATES (ANGSTROEM)
C (-3.159, -1.079, -0.615)
C (-3.385, -0.386, 0.452)
C (-0.874, 0.421, -0.203)
C (1.314, 0.980, 0.454)
C (2.368, 0.327, -0.431)
N (-2.046, -0.957, 0.339)
N (0.185, 0.134, 0.576)
O (-1.226, 1.249, -0.974)
S (3.314, -1.097, 0.262)
H (-3.379, -1.801, -1.367)
H (-3.766, 0.402, 1.011)
H (1.006, 1.841, 0.028)
H (1.823, 1.374, 1.307)
H (1.820, 0.272, -1.424)
H (3.238, 1.111, -0.661)
H (0.450, -0.780, 0.869)
H (2.317, -2.012, 0.376)

These are the Mulliken partial charges, in e, on atoms 1 to 2:
1 C -0.190
2 C -0.199